Entry 1:
DFT (ωB97M-V/def2-TZVPD) results for Br2O2P as an isolated structure.

The net charge is -1. Its LUMO energy is 2.8 eV. As for the multiplicity: 1. The value obtained for the energy relative to the best compared isomer or geometry (same formula, charge and spin) is 0.0 kcal per mole.

Atoms and positions in Å:
O1 -0.240 1.131 1.253
O2 -1.528 0.090 -0.755
P1 -0.401 0.139 0.138
Br1 0.185 -1.908 0.802
Br2 1.984 0.548 -1.438

***

Entry 2:
DFT (ωB97M-V/def2-TZVPD) results for a single C4H6O2 molecule.

Its LUMO energy is 0.8 eV. As for the multiplicity: 1. The value obtained for the energy relative to the best compared isomer or geometry (same formula, charge and spin) is 98.3 kcal per mole. As for the SMILES: OCOC1C=C1.

Atoms and positions in Å:
O1 1.272 1.447 -0.006
C1 1.324 0.170 -0.520
O2 1.157 -0.777 0.482
C2 -0.248 -0.864 0.678
C3 -1.099 -0.417 -0.447
C4 -1.136 0.317 0.639
H1 0.384 1.477 0.417
H2 2.225 0.017 -1.114
H3 0.384 0.000 -1.175
H4 -0.480 -1.746 1.263
H5 -1.678 -0.757 -1.289
H6 -1.833 0.906 1.211

***

Entry 3:
DFT (ωB97M-V/def2-TZVPD) results for a 2-piece molecular cluster, C4H8O4 overall.

Its LUMO energy is 0.5 eV. As for the multiplicity: 1. The value obtained for the energy relative to the best compared isomer or geometry (same formula, charge and spin) is 26.7 kcal per mole. As for the SMILES: CC(=O)O.CC(=O)O.

Atoms and positions in Å:
C1 2.404 -2.395 -1.300
C2 1.207 -3.129 -1.930
O1 1.139 -3.410 -3.146
O2 0.169 -3.493 -1.069
H1 2.569 -1.349 -1.608
H2 3.276 -2.994 -1.611
H3 2.327 -2.429 -0.200
H4 -0.584 -3.787 -1.651
C3 -1.175 2.700 0.739
C4 -2.042 2.868 1.912
O3 -3.222 2.826 1.740
O4 -1.325 3.167 3.033
H5 -1.081 1.631 0.483
H6 -0.180 3.082 1.022
H7 -1.521 3.247 -0.154
H8 -1.960 3.467 3.739

***

Entry 4:
DFT (ωB97M-V/def2-TZVPD) results for a single C3H6N4O molecule.

Its LUMO energy is 0.4 eV. As for the multiplicity: 1. The value obtained for the energy relative to the best compared isomer or geometry (same formula, charge and spin) is 162.8 kcal per mole. As for the SMILES: [H]/N=C/NO/C=N\N=C.

Atoms and positions in Å:
H1 -1.378 2.685 -0.378
N1 -0.983 1.601 -0.068
C1 -1.831 0.560 -0.209
N2 -1.444 -0.325 0.817
O1 -1.209 -1.672 0.348
C2 0.090 -1.942 -0.174
N3 1.080 -1.167 -0.181
N4 1.246 -0.028 0.659
C3 2.185 0.667 0.138
H2 -2.793 0.303 -0.824
H3 -0.360 0.149 0.967
H4 -0.033 -2.823 -0.890
H5 2.840 0.429 -0.759
H6 2.590 1.562 0.553

***

Entry 5:
DFT (ωB97M-V/def2-TZVPD) results for a 2-piece molecular cluster, C24H41Cl3F3N6O3 overall.

The net charge is +1. Its LUMO energy is -3.9 eV. As for the multiplicity: 1.

Atoms and positions in Å:
C1 -3.724 -2.121 -1.704
C2 -2.266 -2.575 -1.928
C3 -1.474 -2.420 -0.629
C4 -0.043 -2.949 -0.746
C5 0.992 -1.865 -1.167
C6 1.048 -0.750 -0.173
C7 0.569 0.553 -0.455
C8 -0.021 0.854 -1.805
C9 1.038 0.961 -2.911
C10 0.412 1.506 -4.191
C11 -0.784 0.713 -4.714
O1 -0.499 0.155 -6.016
C12 -0.285 -1.199 -5.892
C13 -1.476 -2.116 -5.932
O2 0.841 -1.643 -5.754
N1 0.586 1.565 0.367
N2 1.058 1.349 1.590
C14 0.989 2.504 2.498
C15 -0.327 2.407 3.295
C16 -1.459 3.201 2.624
C17 -2.819 2.515 2.773
N3 -3.651 2.625 1.557
C18 -3.779 1.385 0.848
N4 -2.790 0.699 0.437
N5 -5.079 0.914 0.565
C19 1.504 0.166 1.955
N6 1.908 0.068 3.304
C20 1.555 -0.937 1.094
C21 2.090 -2.291 1.505
C22 3.446 -2.356 2.219
O3 3.223 -2.730 3.583
C23 4.355 -3.445 1.604
F1 5.074 -4.045 2.562
F2 3.650 -4.391 0.975
F3 5.225 -2.899 0.743
H1 -4.431 -2.782 -2.190
H2 -3.869 -1.103 -2.037
H3 -3.932 -2.136 -0.640
H4 -2.220 -3.606 -2.253
H5 -1.820 -1.898 -2.657
H6 -1.982 -2.963 0.161
H7 -1.533 -1.371 -0.346
H8 0.262 -3.439 0.166
H9 -0.024 -3.695 -1.533
H10 0.649 -1.506 -2.120
H11 1.974 -2.324 -1.231
H12 -0.735 0.058 -1.993
H13 -0.587 1.779 -1.780
H14 1.540 0.023 -3.096
H15 1.757 1.703 -2.577
H16 1.136 1.544 -4.996
H17 0.087 2.527 -4.015
H18 -1.076 -0.109 -4.062
H19 -1.656 1.348 -4.816
H20 -1.248 -2.961 -5.301
H21 -1.651 -2.466 -6.942
H22 -2.384 -1.617 -5.612
H23 1.856 2.563 3.137
H24 0.968 3.407 1.907
H25 -0.174 2.677 4.330
H26 -0.602 1.357 3.287
H27 -1.469 4.196 3.056
H28 -1.244 3.316 1.565
H29 -2.685 1.462 2.990
H30 -3.360 2.962 3.600
H31 -3.283 3.327 0.932
H32 -1.929 1.192 0.682
H33 -5.695 1.128 1.338
H34 -5.436 1.358 -0.271
H35 1.571 -0.791 3.713
H36 2.909 0.169 3.395
H37 1.323 -2.782 2.094
H38 2.152 -2.857 0.591
H39 3.973 -1.414 2.243
H40 3.478 -2.018 4.167
C24 4.147 4.511 5.073
Cl1 4.595 4.706 3.378
Cl2 2.693 5.433 5.445
Cl3 3.910 2.801 5.456
H41 4.956 4.885 5.685

***

Entry 6:
DFT (ωB97M-V/def2-TZVPD) results for a single C3H4BrN molecule.

Its LUMO energy (alpha / beta) is 0.9 / -1.7 eV. As for the multiplicity: 3. The value obtained for the energy relative to the best compared isomer or geometry (same formula, charge and spin) is 13.9 kcal per mole.

Atoms and positions in Å:
C1 -0.819 0.018 -1.416
C2 0.750 0.377 0.790
C3 0.482 0.839 -0.610
N1 1.567 1.112 1.446
Br1 1.377 2.309 -1.238
H1 -1.110 0.237 -2.428
H2 -0.843 -0.783 -0.789
H3 0.468 -0.562 1.153
H4 1.648 0.773 2.475

***

Entry 7:
DFT (ωB97M-V/def2-TZVPD) results for a 2-piece molecular cluster, C22H20NO2 overall.

The net charge is +1. Its LUMO energy is -4.4 eV. As for the multiplicity: 1. The value obtained for the energy relative to the best compared isomer or geometry (same formula, charge and spin) is 0.0 kcal per mole.

Atoms and positions in Å:
C1 1.433 -0.068 -7.390
O1 1.268 0.963 -6.394
C2 1.334 0.606 -5.086
C3 1.148 1.640 -4.137
C4 1.130 1.344 -2.792
C5 1.279 0.011 -2.330
C6 1.167 -0.309 -0.932
O2 1.411 -1.621 -0.669
C7 1.464 -2.069 0.634
C8 1.216 -1.191 1.711
C9 1.360 -1.730 3.019
C10 1.778 -3.039 3.195
C11 2.034 -3.871 2.090
C12 1.879 -3.387 0.798
C13 0.879 0.143 1.409
C14 0.829 0.570 0.094
C15 1.546 -0.998 -3.284
C16 1.557 -0.722 -4.639
H1 1.346 0.469 -8.333
H2 2.421 -0.540 -7.305
H3 0.645 -0.829 -7.305
H4 1.006 2.651 -4.509
H5 1.007 2.137 -2.060
H6 1.139 -1.072 3.862
H7 1.919 -3.432 4.201
H8 2.358 -4.899 2.240
H9 2.093 -3.990 -0.083
H10 0.825 0.862 2.215
H11 0.521 1.581 -0.167
H12 1.743 -2.022 -2.977
H13 1.728 -1.530 -5.356
C17 -4.855 2.306 4.398
C18 -3.542 1.887 3.798
C19 -3.504 0.949 2.764
C20 -2.262 0.574 2.228
N1 -1.105 1.087 2.660
C21 -1.141 1.988 3.660
C22 -2.333 2.418 4.254
H14 -4.697 3.043 5.191
H15 -5.515 2.752 3.642
H16 -5.390 1.448 4.829
H17 -4.417 0.505 2.368
H18 -2.211 -0.163 1.423
H19 -0.185 2.390 4.011
H20 -2.303 3.156 5.057

***

Entry 8:
DFT (ωB97M-V/def2-TZVPD) results for C53H43ClN5O3PSTc as an isolated structure.

The net charge is +4. Its LUMO energy (alpha / beta) is -13.1 / -13.1 eV. As for the multiplicity: 2.

Atoms and positions in Å:
Tc1 0.259 0.351 0.229
Cl1 2.258 1.547 1.452
C1 1.918 1.850 3.162
C2 2.955 2.244 3.976
C3 2.649 2.569 5.292
C4 1.333 2.535 5.750
C5 0.308 2.142 4.899
C6 0.607 1.752 3.590
P1 -0.599 1.340 2.341
C7 -1.539 2.866 2.188
C8 -2.863 3.000 2.610
C9 -3.476 4.251 2.568
C10 -2.767 5.357 2.116
C11 -1.438 5.227 1.715
C12 -0.821 3.986 1.753
C13 -1.771 -0.007 2.850
C14 -1.955 -0.462 4.100
C15 -2.742 -1.610 4.465
C16 -3.470 -2.523 3.688
C17 -3.869 -2.359 2.393
C18 -2.289 -0.629 1.580
H1 3.971 2.318 3.603
H2 3.449 2.880 5.958
H3 1.107 2.834 6.768
H4 -0.723 2.181 5.247
H5 -3.417 2.149 2.998
H6 -4.501 4.366 2.910
H7 -3.243 6.332 2.093
H8 -0.878 6.100 1.398
H9 0.234 3.904 1.483
H10 -1.453 0.051 4.913
H11 -2.755 -1.830 5.537
H12 -3.814 -3.415 4.203
H13 -4.486 -3.162 1.979
H14 -3.808 -1.528 0.483
O1 -1.653 -5.885 -2.674
N1 -1.674 -5.840 -1.450
O2 -2.253 -6.626 -0.721
C19 -1.010 -4.674 -0.803
C20 -0.381 -4.922 0.348
C21 0.313 -3.868 1.032
C22 1.089 -4.081 2.186
C23 1.709 -3.015 2.778
C24 1.521 -1.733 2.248
N2 0.790 -1.503 1.161
C25 0.223 -2.579 0.538
C26 -0.466 -2.332 -0.696
N3 -0.456 -1.038 -1.150
C27 -0.900 -0.782 -2.377
C28 -1.466 -1.769 -3.172
C29 -1.578 -3.046 -2.691
C30 -1.040 -3.366 -1.420
H15 -0.393 -5.925 0.757
H16 1.196 -5.084 2.591
H17 2.339 -3.144 3.652
H18 1.976 -0.870 2.725
H19 -0.826 0.236 -2.737
H20 -1.812 -1.518 -4.168
H21 -2.029 -3.814 -3.295
N4 -0.450 2.064 -0.927
C31 -1.897 2.010 -1.093
C32 -2.524 2.757 -2.032
C33 -3.935 2.798 -2.060
C34 -4.670 2.151 -1.064
C35 -4.083 1.344 -0.113
C36 -4.980 0.871 0.964
C37 -4.830 -0.181 1.741
C38 -3.700 -1.169 1.507
N5 -1.873 0.301 0.508
C39 -2.636 1.150 -0.184
H22 -0.228 2.939 -0.464
H23 -0.009 2.135 -1.840
H24 -1.944 3.353 -2.737
H25 -4.445 3.395 -2.812
H26 -5.748 2.285 -1.025
H27 -5.871 1.476 1.106
H28 -5.576 -0.391 2.508
H29 -1.653 -1.518 1.460
O3 1.909 0.207 -1.016
S1 3.466 0.234 -0.854
C40 4.279 -0.820 -2.097
C41 3.552 -2.036 -2.614
C42 3.147 -2.075 -3.940
C43 2.701 -3.273 -4.503
C44 2.655 -4.425 -3.737
C45 3.023 -4.379 -2.399
C46 3.459 -3.183 -1.835
C47 3.894 1.875 -1.491
C48 3.777 2.075 -2.986
C49 2.558 1.993 -3.649
C50 2.482 2.221 -5.020
C51 3.625 2.537 -5.736
C52 4.839 2.614 -5.086
C53 4.915 2.374 -3.713
H30 5.182 -1.133 -1.569
H31 4.562 -0.146 -2.903
H32 3.244 -1.184 -4.559
H33 2.445 -3.312 -5.559
H34 2.362 -5.370 -4.189
H35 3.033 -5.295 -1.809
H36 3.824 -3.169 -0.806
H37 4.918 2.026 -1.133
H38 3.237 2.536 -0.919
H39 1.667 1.722 -3.086
H40 1.528 2.160 -5.537
H41 3.567 2.717 -6.804
H42 5.735 2.870 -5.639
H43 5.879 2.438 -3.208

***

Entry 9:
DFT (ωB97M-V/def2-TZVPD) results for CH7N2S2 as an isolated structure.

The net charge is +1. Its LUMO energy is -3.6 eV. As for the multiplicity: 1. The value obtained for the energy relative to the best compared isomer or geometry (same formula, charge and spin) is 77.1 kcal per mole.

Atoms and positions in Å:
C1 2.450 -0.001 -0.136
N1 -0.996 -0.024 0.196
N2 1.473 -0.746 0.146
S1 -0.964 1.674 -0.149
S2 -2.309 -0.903 -0.180
H1 2.268 1.015 -0.458
H2 3.482 -0.337 -0.075
H3 -2.707 -0.452 -1.423
H4 0.253 -0.441 0.141
H5 1.655 -1.700 0.453
H6 -1.284 2.105 1.079
H7 -3.320 -0.189 0.407

***

Entry 10:
DFT (ωB97M-V/def2-TZVPD) results for a single C5H10N2O3S molecule.

Its LUMO energy (alpha / beta) is 0.3 / -1.7 eV. As for the multiplicity: 1. The value obtained for the energy relative to the best compared isomer or geometry (same formula, charge and spin) is 199.2 kcal per mole.

Atoms and positions in Å:
C1 2.133 -0.516 0.251
C2 0.090 1.909 -0.896
C3 1.042 2.138 0.358
C4 0.471 -2.796 -0.301
C5 -2.630 0.094 0.572
N1 0.901 -0.590 0.815
N2 -0.826 0.853 -0.619
O1 2.908 -1.358 -0.090
O2 0.252 -1.823 0.798
O3 -1.736 1.144 0.343
S1 2.583 1.278 0.041
H1 -0.462 2.725 -1.089
H2 0.739 1.460 -1.717
H3 1.273 3.193 0.317
H4 0.607 1.633 1.222
H5 -0.202 -2.256 -1.000
H6 -0.048 -3.661 -0.012
H7 1.411 -3.036 -0.815
H8 -3.636 0.547 0.299
H9 -2.612 -0.206 1.616
H10 -2.258 -0.732 -0.095

***

Entry 11:
DFT (ωB97M-V/def2-TZVPD) results for an isolated ion of composition CHN2OS and charge -1.

The net charge is -1. Its LUMO energy is 4.1 eV. As for the multiplicity: 1. The value obtained for the energy relative to the best compared isomer or geometry (same formula, charge and spin) is 15.9 kcal per mole. As for the SMILES: [H]/N=N/C([O-])=S.

Atoms and positions in Å:
H1 1.824 1.143 -0.163
N1 1.209 0.581 0.409
N2 0.568 -0.232 -0.270
C1 -0.699 -0.665 0.035
O1 -1.245 -1.699 -0.217
S1 -1.657 0.873 0.205

***

Entry 12:
DFT (ωB97M-V/def2-TZVPD) results for a 2-piece molecular cluster, C5H11O2 overall.

The net charge is -2. Its LUMO energy (alpha / beta) is 6.6 / 6.5 eV. As for the multiplicity: 2. The value obtained for the energy relative to the best compared isomer or geometry (same formula, charge and spin) is 46.9 kcal per mole.

Atoms and positions in Å:
C1 0.836 0.334 -3.616
C2 0.917 0.520 -2.180
H1 1.804 -0.129 -4.116
H2 0.037 -0.216 -3.975
H3 0.755 1.261 -4.168
H4 1.892 0.351 -1.811
H5 0.087 0.031 -1.517
H6 0.684 1.474 -1.736
C3 -0.401 -1.133 1.431
C4 -1.633 -1.327 0.722
C5 -0.009 0.314 1.586
O1 -0.627 1.122 0.804
O2 0.946 0.456 2.313
H7 -0.447 -1.721 2.352
H8 0.453 -1.681 0.896
H9 -2.344 -1.037 1.364
H10 -1.715 -2.318 0.346
H11 -2.018 -0.881 -0.228

***

Entry 13:
DFT (ωB97M-V/def2-TZVPD) results for C29H31AsCl2O3PPt as an isolated structure.

The net charge is +3. Its LUMO energy is -11.1 eV. As for the multiplicity: 1. The value obtained for the energy relative to the best compared isomer or geometry (same formula, charge and spin) is 0.0 kcal per mole.

Atoms and positions in Å:
Pt1 0.830 1.188 -0.382
C1 -0.587 2.911 -3.347
P1 -0.779 3.743 -1.782
C2 -2.512 3.949 -1.435
C3 0.002 5.336 -1.837
O1 -0.090 2.926 -0.632
H1 -1.163 3.441 -4.108
H2 -0.955 1.887 -3.280
H3 0.462 2.902 -3.648
H4 -2.958 4.584 -2.203
H5 -2.639 4.432 -0.465
H6 -3.024 2.986 -1.440
H7 -0.440 5.923 -2.645
H8 1.071 5.228 -2.017
H9 -0.155 5.858 -0.893
C4 -4.300 1.658 2.784
C5 -3.569 2.344 1.826
C6 -2.365 1.826 1.367
C7 -1.922 0.616 1.875
C8 -2.640 -0.085 2.846
C9 -3.837 0.451 3.293
As1 -0.344 -0.280 1.290
C10 0.861 -0.512 2.704
C11 1.963 -1.372 2.596
C12 2.807 -1.510 3.680
C13 2.575 -0.777 4.844
C14 1.504 0.103 4.933
C15 0.649 0.258 3.855
C16 -0.838 -1.878 0.408
C17 -0.402 -3.116 0.886
C18 -0.889 -4.271 0.294
C19 -1.778 -4.190 -0.769
C20 -2.206 -2.953 -1.243
C21 -1.741 -1.792 -0.656
H10 -5.238 2.063 3.140
H11 -3.934 3.289 1.446
H12 -1.779 2.364 0.641
H13 -2.296 -1.036 3.237
H14 -4.408 -0.078 4.044
H15 2.147 -1.930 1.688
H16 3.647 -2.190 3.629
H17 3.244 -0.891 5.687
H18 1.336 0.667 5.840
H19 -0.188 0.942 3.922
H20 0.266 -3.191 1.732
H21 -0.581 -5.236 0.672
H22 -2.160 -5.097 -1.218
H23 -2.914 -2.901 -2.059
H24 -2.102 -0.831 -1.003
Cl1 2.448 2.029 1.321
C22 3.878 1.947 0.203
Cl2 3.357 2.125 -1.474
H25 4.335 0.975 0.343
H26 4.528 2.773 0.468
O2 1.865 -0.494 -0.434
C23 1.319 -0.856 -1.571
O3 0.397 0.036 -1.904
C24 1.637 -2.005 -2.324
C25 0.937 -2.274 -3.514
C26 1.272 -3.390 -4.248
C27 2.297 -4.225 -3.803
C28 2.990 -3.965 -2.622
C29 2.667 -2.854 -1.876
H27 0.147 -1.613 -3.846
H28 0.748 -3.617 -5.165
H29 2.565 -5.092 -4.394
H30 3.780 -4.629 -2.300
H31 3.200 -2.632 -0.961

***

Entry 14:
DFT (ωB97M-V/def2-TZVPD) results for a 3-piece molecular cluster, C10H26B2O8P overall.

The net charge is -1. Its LUMO energy is 2.4 eV. As for the multiplicity: 1. The value obtained for the energy relative to the best compared isomer or geometry (same formula, charge and spin) is 0.0 kcal per mole.

Atoms and positions in Å:
C1 6.026 1.470 0.253
O1 4.763 1.945 0.689
B1 4.077 2.883 -0.052
O2 4.864 3.726 -0.883
B2 2.364 3.032 0.042
O3 1.953 2.621 1.446
C2 1.874 4.585 -0.197
O4 1.720 5.004 -1.564
O5 2.650 6.078 -1.829
P1 1.552 1.712 -1.169
O6 1.266 2.013 -2.612
H1 6.560 1.055 1.109
H2 6.636 2.256 -0.190
H3 5.889 0.668 -0.477
H4 5.252 4.418 -0.345
H5 0.996 2.629 1.502
H6 0.943 4.810 0.346
H7 2.626 5.241 0.245
H8 3.374 5.565 -2.213
H9 0.406 1.199 -0.496
H10 2.377 0.554 -1.094
C3 0.327 -3.746 0.071
C4 -0.691 -3.202 1.074
C5 0.018 -1.950 1.578
O7 0.801 -1.475 0.491
C6 0.866 -2.454 -0.538
H11 -0.103 -4.413 -0.676
H12 1.124 -4.284 0.591
H13 -1.616 -2.926 0.567
H14 -0.938 -3.900 1.875
H15 0.679 -2.175 2.424
H16 -0.674 -1.164 1.884
H17 0.250 -2.125 -1.382
H18 1.899 -2.534 -0.881
C7 -6.030 -2.700 -0.577
C8 -6.160 -1.340 0.109
C9 -5.035 -1.407 1.135
O8 -4.016 -2.218 0.554
C10 -4.517 -2.881 -0.606
H19 -6.475 -2.736 -1.570
H20 -6.494 -3.477 0.035
H21 -5.972 -0.538 -0.606
H22 -7.135 -1.169 0.565
H23 -5.374 -1.874 2.067
H24 -4.613 -0.430 1.372
H25 -4.079 -2.418 -1.496
H26 -4.208 -3.927 -0.573